58
Properties=species:S:1:pos:R:3:forces:R:3:nbo_charge:R:1 method="wB97M-V/def2-TZVPD" largest_force_ha_per_bohr=0.0232 smiles="COc1ccc(N(CC(=O)NCCC2=CCCCC2)S(=O)(=O)c2ccccc2)cc1" total_charge=0 energy_ev=-46310.5863 mol_weight_g_mol=428.554 e_lumo_ev=0.63 homo_energy_ev=-8.22 e_above_lowest_kcal_mol=45.8 homo_lumo_gap_ev=8.85
C 6.642 -1.513 -2.606 0.129 0.164 -0.085 -0.252
H 6.632 -0.616 -1.978 -0.012 -0.030 -0.031 0.175
O 5.835 -2.531 -2.068 -0.309 -0.206 0.126 -0.492
C 4.499 -2.296 -1.928 -0.088 -0.040 0.071 0.303
C 3.743 -3.346 -1.403 0.172 0.127 -0.057 -0.236
C 2.383 -3.221 -1.229 0.140 0.038 -0.080 -0.225
C 1.740 -2.028 -1.556 0.897 -0.144 -0.092 0.164
C 2.491 -0.977 -2.073 -0.283 -0.158 0.090 -0.250
C 3.857 -1.111 -2.265 0.348 -0.088 -0.060 -0.303
H 4.402 -0.275 -2.672 0.076 0.054 -0.039 0.223
H 2.021 -0.039 -2.321 -0.103 0.109 -0.002 0.254
N 0.343 -1.922 -1.387 -0.735 -0.232 0.909 -0.695
S -0.375 -2.285 0.073 0.125 -0.097 0.233 2.319
O -1.798 -2.223 -0.146 0.078 0.077 -0.091 -0.967
O 0.162 -3.506 0.587 0.250 0.113 -0.061 -0.919
C 0.044 -0.977 1.236 -0.137 -0.401 -0.351 -0.234
C 1.289 -0.380 1.236 0.181 0.017 -0.089 -0.229
C 1.564 0.605 2.172 -0.026 -0.020 -0.009 -0.187
C 0.605 0.967 3.105 0.031 0.026 0.025 -0.200
C -0.635 0.349 3.107 0.010 -0.085 -0.029 -0.214
C -0.918 -0.626 2.165 -0.173 -0.052 0.075 -0.223
H -1.875 -1.123 2.133 -0.167 0.006 0.069 0.238
H -1.379 0.626 3.838 -0.080 0.016 0.049 0.222
H 0.826 1.733 3.834 0.020 0.067 0.059 0.219
H 2.530 1.086 2.174 0.087 0.037 -0.013 0.222
H 2.034 -0.677 0.515 0.121 0.041 -0.035 0.240
C -0.420 -1.046 -2.256 -0.446 0.267 -0.220 -0.314
H 0.082 -1.000 -3.225 -0.043 -0.004 0.174 0.241
H -1.408 -1.495 -2.375 0.107 0.133 -0.159 0.237
C -0.559 0.372 -1.686 -0.198 -0.250 -0.275 0.660
O 0.208 1.274 -1.967 0.319 0.239 -0.118 -0.637
N -1.600 0.509 -0.852 -0.447 0.085 0.140 -0.626
H -2.108 -0.324 -0.575 0.068 0.146 -0.166 0.428
C -1.866 1.738 -0.137 0.044 0.145 -0.035 -0.221
H -1.310 1.747 0.807 0.019 0.067 -0.092 0.193
H -1.501 2.562 -0.756 -0.054 -0.045 0.140 0.228
C -3.364 1.885 0.135 0.229 0.220 -0.125 -0.416
C -3.653 3.133 0.923 0.061 -0.329 -0.043 0.007
C -4.210 4.200 0.367 -0.140 0.124 -0.047 -0.178
C -4.501 5.478 1.090 0.147 0.092 0.123 -0.436
C -3.774 5.545 2.429 -0.276 -0.030 0.022 -0.391
C -3.938 4.220 3.164 0.295 0.041 -0.001 -0.389
C -3.251 3.109 2.373 -0.163 0.217 0.111 -0.440
H -3.499 2.135 2.803 0.066 -0.074 -0.008 0.207
H -2.166 3.230 2.446 0.050 -0.094 0.072 0.209
H -3.509 4.283 4.166 -0.068 -0.026 0.034 0.205
H -5.001 3.993 3.264 -0.062 -0.026 0.058 0.197
H -2.712 5.731 2.259 0.068 0.055 0.016 0.196
H -4.170 6.367 3.029 0.070 0.038 -0.006 0.208
H -4.214 6.324 0.460 -0.075 0.019 0.001 0.213
H -5.582 5.552 1.250 -0.011 0.092 -0.026 0.207
H -4.500 4.176 -0.675 -0.017 -0.152 -0.170 0.198
H -3.896 1.912 -0.817 -0.020 -0.059 -0.015 0.214
H -3.703 1.007 0.692 -0.096 -0.067 0.021 0.197
H 1.808 -4.036 -0.824 0.017 -0.111 -0.043 0.249
H 4.249 -4.264 -1.148 0.053 -0.128 0.031 0.226
H 7.651 -1.921 -2.634 -0.056 0.078 -0.019 0.201
H 6.331 -1.247 -3.622 0.002 0.000 0.043 0.177

---

58
Properties=species:S:1:pos:R:3:forces:R:3:nbo_charge:R:1 method="wB97M-V/def2-TZVPD" largest_force_ha_per_bohr=0.0124 smiles="COc1ccc(CCNC(=O)CCN2C(=O)[C@H](C)Oc3ccc(C)cc32)cc1OC" total_charge=0 energy_ev=-37523.8549 mol_weight_g_mol=412.486 e_lumo_ev=0.69 homo_energy_ev=-7.95 e_above_lowest_kcal_mol=38.7 homo_lumo_gap_ev=8.63
C -0.511 -3.595 2.219 0.084 -0.482 -0.016 -0.240
O -0.405 -2.210 2.462 -0.078 0.435 -0.197 -0.518
C -1.296 -1.337 1.898 0.077 0.053 0.183 0.309
C -1.374 -0.103 2.533 0.019 -0.291 -0.107 -0.275
C -2.157 0.923 2.039 -0.115 -0.061 -0.099 -0.223
C -2.938 0.716 0.915 -0.050 0.029 0.202 -0.015
C -2.916 -0.535 0.312 -0.021 -0.098 0.110 -0.293
C -2.082 -1.554 0.751 0.018 -0.191 -0.067 0.225
O -1.970 -2.753 0.096 0.243 0.282 0.459 -0.514
C -2.768 -2.977 -1.046 -0.125 -0.030 -0.285 -0.265
H -2.469 -3.958 -1.415 -0.069 0.041 0.000 0.194
H -2.595 -2.227 -1.822 -0.022 -0.027 0.063 0.212
H -3.832 -2.998 -0.789 0.016 0.013 -0.002 0.173
H -3.539 -0.702 -0.551 -0.002 -0.046 -0.197 0.235
C -3.738 1.840 0.310 0.044 -0.057 -0.125 -0.431
H -3.439 2.773 0.791 -0.064 0.013 0.058 0.211
H -4.805 1.693 0.490 -0.021 0.107 0.011 0.221
C -3.506 1.955 -1.207 -0.251 -0.004 -0.056 -0.223
N -2.119 1.724 -1.541 -0.087 0.425 0.134 -0.638
C -1.745 0.652 -2.251 0.485 0.057 -0.194 0.696
O -2.532 -0.084 -2.825 -0.206 -0.296 -0.165 -0.671
C -0.252 0.336 -2.329 -0.102 0.035 -0.086 -0.511
H -0.096 -0.487 -1.624 0.016 -0.037 -0.055 0.241
H -0.085 -0.067 -3.330 -0.079 -0.011 0.067 0.238
C 0.755 1.454 -2.033 -0.161 0.004 -0.140 -0.236
N 1.327 1.354 -0.699 0.101 0.097 -0.130 -0.435
C 0.807 2.096 0.303 0.158 0.001 0.224 0.688
O -0.136 2.853 0.135 -0.101 0.204 0.159 -0.646
C 1.442 1.886 1.673 -0.498 0.120 0.382 0.016
C 1.192 3.078 2.584 0.082 -0.338 -0.256 -0.615
H 1.716 3.949 2.198 0.005 0.098 -0.028 0.220
H 0.128 3.290 2.613 -0.055 0.041 0.035 0.233
H 1.554 2.861 3.584 0.036 -0.039 0.086 0.220
O 2.841 1.674 1.595 0.175 0.151 -0.220 -0.483
C 3.211 0.740 0.673 0.119 -0.355 -0.087 0.254
C 4.381 0.025 0.869 -0.280 0.210 0.017 -0.233
C 4.779 -0.923 -0.056 -0.097 -0.008 -0.079 -0.205
C 4.009 -1.181 -1.180 0.027 0.044 0.057 -0.012
C 2.846 -0.447 -1.383 0.058 0.033 0.138 -0.258
C 2.444 0.525 -0.479 0.284 -0.008 0.320 0.163
H 2.260 -0.649 -2.264 -0.127 0.006 -0.122 0.214
C 4.418 -2.215 -2.186 -0.008 0.055 -0.040 -0.627
H 5.241 -2.816 -1.810 0.052 -0.080 -0.020 0.217
H 3.584 -2.871 -2.423 -0.011 -0.099 -0.046 0.218
H 4.738 -1.735 -3.111 0.047 -0.047 -0.088 0.219
H 5.693 -1.474 0.109 0.095 -0.079 0.011 0.212
H 4.965 0.228 1.752 0.056 0.028 0.134 0.228
H 0.962 0.983 2.094 0.137 0.166 -0.128 0.207
H 0.285 2.437 -2.114 0.130 -0.116 -0.021 0.241
H 1.580 1.417 -2.748 -0.090 0.025 0.085 0.218
H -1.446 2.230 -0.969 0.162 -0.136 -0.169 0.434
H -4.092 1.215 -1.756 0.045 0.154 0.058 0.229
H -3.802 2.953 -1.547 -0.080 -0.130 -0.003 0.201
H -2.162 1.880 2.536 0.006 0.149 0.035 0.211
H -0.784 0.032 3.427 0.090 -0.016 0.110 0.222
H -0.195 -3.856 1.207 -0.041 0.002 0.136 0.186
H -1.530 -3.954 2.381 0.040 0.006 -0.011 0.177
H 0.158 -4.063 2.942 -0.064 -0.003 -0.036 0.186

---

59
Properties=species:S:1:pos:R:3:forces:R:3:nbo_charge:R:1 method="wB97M-V/def2-TZVPD" largest_force_ha_per_bohr=0.0186 smiles="CCOc1ccc(OCC)c(NS(=O)(=O)c2ccc3c(c2)CCN3C(=O)C2CCC2)c1" total_charge=0 energy_ev=-48357.6901 mol_weight_g_mol=444.553 e_lumo_ev=0.46 homo_energy_ev=-8.04 e_above_lowest_kcal_mol=45.4 homo_lumo_gap_ev=8.51
C 0.718 -0.429 3.446 -0.183 -0.361 -0.128 -0.644
C 0.566 -1.751 2.699 0.330 0.266 0.011 -0.062
H 0.664 -1.599 1.616 -0.011 -0.073 0.066 0.169
H 1.343 -2.452 3.017 -0.075 0.107 -0.138 0.194
O -0.645 -2.416 3.006 -0.210 -0.142 0.078 -0.494
C -1.819 -1.908 2.547 -0.280 0.073 -0.077 0.318
C -1.928 -0.903 1.594 0.162 -0.328 0.152 -0.347
C -3.176 -0.443 1.204 -0.233 -0.728 0.578 0.202
C -4.336 -0.995 1.753 0.165 0.253 -0.164 0.202
C -4.222 -2.027 2.674 -0.003 0.136 -0.145 -0.228
C -2.980 -2.477 3.072 0.204 0.033 0.018 -0.256
H -2.884 -3.268 3.797 0.015 -0.100 0.090 0.224
H -5.116 -2.466 3.091 -0.104 -0.041 0.011 0.223
O -5.561 -0.501 1.335 0.405 -0.302 -0.219 -0.534
C -6.270 0.239 2.321 -0.217 0.458 0.298 -0.054
C -5.641 1.601 2.599 -0.037 -0.418 -0.158 -0.651
H -4.615 1.488 2.945 0.060 0.026 0.079 0.227
H -6.213 2.118 3.364 -0.039 0.088 0.087 0.218
H -5.629 2.212 1.698 -0.030 0.088 -0.066 0.211
H -6.333 -0.339 3.251 -0.035 -0.002 -0.132 0.167
H -7.275 0.357 1.908 0.077 -0.048 0.127 0.187
N -3.273 0.586 0.265 0.223 0.842 -0.120 -0.879
S -2.374 1.981 0.561 -0.196 -0.007 -0.078 2.308
O -2.128 2.131 1.968 0.242 -0.165 -0.163 -0.934
O -3.056 3.032 -0.134 -0.071 -0.149 -0.274 -0.933
C -0.836 1.612 -0.262 -0.505 0.113 0.379 -0.359
C 0.356 1.757 0.420 -0.149 0.039 0.070 -0.181
C 1.561 1.445 -0.192 0.135 0.038 0.055 -0.235
C 1.526 0.995 -1.504 -0.449 0.125 0.321 0.164
C 0.313 0.863 -2.191 0.039 0.097 0.177 0.035
C -0.880 1.169 -1.575 0.235 -0.015 -0.135 -0.188
H -1.829 1.073 -2.075 -0.112 -0.078 -0.154 0.237
C 0.564 0.358 -3.579 -0.060 -0.064 -0.012 -0.448
H 0.141 1.026 -4.330 0.031 -0.046 -0.031 0.229
H 0.114 -0.627 -3.718 0.025 0.018 -0.046 0.225
C 2.099 0.298 -3.662 0.163 -0.098 -0.576 -0.203
N 2.588 0.625 -2.324 -0.073 -0.014 0.115 -0.431
C 3.904 0.588 -1.946 0.126 -0.032 -0.362 0.704
O 4.261 0.864 -0.820 0.062 0.040 0.244 -0.606
C 4.871 0.150 -3.025 -0.007 0.303 0.191 -0.323
H 4.705 0.727 -3.935 -0.031 -0.025 -0.011 0.221
C 6.343 0.119 -2.580 0.141 0.229 0.112 -0.394
H 7.002 0.808 -3.102 0.020 0.050 0.010 0.207
H 6.438 0.276 -1.508 -0.005 0.029 -0.027 0.237
C 6.444 -1.354 -3.002 0.233 -0.186 -0.016 -0.399
H 6.786 -2.037 -2.229 0.055 -0.049 -0.015 0.208
H 7.042 -1.508 -3.898 0.020 -0.047 -0.020 0.203
C 4.932 -1.376 -3.273 -0.174 -0.274 -0.180 -0.392
H 4.645 -1.699 -4.273 -0.079 -0.040 0.018 0.207
H 4.370 -1.950 -2.537 -0.074 -0.036 0.006 0.210
H 2.450 -0.692 -3.956 -0.015 0.101 -0.044 0.210
H 2.481 1.029 -4.381 -0.036 -0.120 0.021 0.200
H 2.497 1.549 0.329 -0.005 0.008 0.016 0.263
H 0.324 2.111 1.438 0.075 0.012 0.149 0.248
H -4.239 0.800 0.046 -0.019 0.269 -0.080 0.432
H -1.063 -0.444 1.147 0.169 -0.083 0.024 0.226
H 1.667 0.031 3.181 0.118 0.090 -0.021 0.215
H -0.091 0.253 3.197 -0.030 0.123 -0.010 0.223
H 0.698 -0.608 4.518 0.017 0.016 0.098 0.215

---

60
Properties=species:S:1:pos:R:3:forces:R:3:nbo_charge:R:1 method="wB97M-V/def2-TZVPD" largest_force_ha_per_bohr=0.0246 smiles="CCOC(=O)[C@H]1CC[C@@H](CN(Cc2ccccc2)S(=O)(=O)c2ccc([N+](=O)[O-])cc2)CC1" total_charge=0 energy_ev=-50403.7830 mol_weight_g_mol=460.552 e_lumo_ev=-0.95 homo_energy_ev=-9.37 e_above_lowest_kcal_mol=76.9 homo_lumo_gap_ev=8.42
C -4.184 -5.268 0.676 0.243 0.261 -0.210 -0.634
C -2.994 -4.905 -0.200 0.049 -0.422 0.332 -0.075
H -2.061 -5.032 0.359 -0.114 -0.016 -0.163 0.197
H -2.972 -5.512 -1.107 0.039 0.087 0.102 0.189
O -3.076 -3.554 -0.660 -0.137 0.008 -0.302 -0.515
C -2.637 -2.599 0.165 -0.104 0.374 -0.052 0.809
O -2.179 -2.818 1.256 0.026 -0.120 0.177 -0.613
C -2.815 -1.227 -0.466 -0.063 0.139 0.014 -0.316
C -2.354 -0.112 0.475 0.066 -0.314 0.168 -0.385
C -0.839 -0.129 0.658 -0.067 0.277 -0.188 -0.435
C -0.124 -0.027 -0.688 0.262 -0.424 0.193 -0.161
C -0.558 -1.184 -1.587 -0.099 0.422 -0.096 -0.416
C -2.068 -1.149 -1.803 0.044 -0.259 0.005 -0.387
H -2.377 -1.979 -2.440 -0.035 0.097 -0.056 0.225
H -2.339 -0.216 -2.301 -0.041 0.022 -0.034 0.204
H -0.275 -2.131 -1.120 0.104 -0.118 0.020 0.197
H -0.047 -1.118 -2.549 0.054 -0.085 -0.033 0.214
C 1.396 -0.022 -0.505 -0.610 -0.228 -0.620 -0.244
N 1.820 1.090 0.324 0.274 0.989 -0.434 -0.696
S 1.914 2.553 -0.455 -0.694 0.167 0.289 2.313
O 2.799 3.418 0.268 0.044 -0.129 0.258 -0.935
O 2.102 2.389 -1.867 -0.207 -0.186 0.032 -0.937
C 0.250 3.193 -0.195 0.379 -0.083 -0.209 -0.192
C -0.195 3.354 1.105 -0.042 0.087 -0.052 -0.221
C -1.477 3.821 1.333 -0.191 0.072 -0.049 -0.172
C -2.287 4.120 0.243 1.168 -0.409 -0.274 0.019
C -1.834 3.977 -1.064 -0.270 0.103 0.215 -0.172
C -0.550 3.509 -1.279 0.178 -0.005 0.021 -0.233
H -0.151 3.379 -2.272 -0.046 -0.005 -0.139 0.254
H -2.491 4.231 -1.882 0.012 -0.009 -0.015 0.255
N -3.636 4.592 0.475 -0.375 0.112 0.050 0.528
O -3.985 4.747 1.623 -0.147 0.063 0.321 -0.368
O -4.330 4.798 -0.496 -0.239 0.082 -0.242 -0.370
H -1.865 3.955 2.331 0.022 -0.003 0.018 0.255
H 0.469 3.119 1.921 -0.001 -0.039 0.198 0.240
C 2.785 0.814 1.372 0.322 0.207 0.344 -0.242
C 4.014 0.105 0.862 0.023 -0.111 0.048 -0.064
C 4.734 0.654 -0.192 -0.007 -0.057 0.067 -0.154
C 5.852 0.006 -0.685 0.002 0.078 -0.053 -0.217
C 6.262 -1.195 -0.129 0.055 -0.072 0.013 -0.212
C 5.548 -1.746 0.921 0.084 -0.086 0.005 -0.207
C 4.426 -1.101 1.411 -0.055 0.134 0.016 -0.208
H 3.869 -1.535 2.230 -0.081 -0.043 0.075 0.209
H 5.863 -2.683 1.358 0.026 -0.077 0.027 0.214
H 7.135 -1.700 -0.513 0.066 -0.041 -0.035 0.214
H 6.406 0.440 -1.504 0.048 0.042 -0.074 0.216
H 4.410 1.591 -0.620 0.102 0.063 -0.097 0.212
H 2.290 0.221 2.148 0.044 0.067 -0.065 0.206
H 3.065 1.786 1.786 0.006 -0.202 0.194 0.248
H 1.715 -0.949 -0.025 0.036 0.051 0.042 0.216
H 1.883 0.047 -1.485 0.013 -0.225 0.110 0.223
H -0.408 0.913 -1.173 -0.074 -0.087 -0.060 0.186
H -0.554 -1.058 1.151 0.089 -0.021 0.058 0.221
H -0.539 0.702 1.298 0.015 -0.044 0.061 0.212
H -2.838 -0.234 1.445 -0.055 0.090 -0.008 0.223
H -2.662 0.849 0.056 -0.054 0.042 -0.016 0.200
H -3.888 -1.123 -0.661 0.054 -0.051 0.012 0.237
H -4.124 -6.315 0.956 -0.023 -0.126 0.045 0.217
H -5.113 -5.096 0.139 -0.099 -0.033 -0.031 0.211
H -4.179 -4.661 1.578 -0.020 -0.003 0.079 0.223